(1)
ORCA calculation (the ωB97M-V functional and the def2-TZVPD basis) on a molecular structure, C6H9N3.

Atoms and positions in Å:
N -1.272 1.768 -0.198
N 1.191 1.501 -0.365
N -0.281 -0.114 -1.129
C -0.262 -1.841 0.133
C 1.655 0.275 0.377
C -0.134 1.208 -0.627
C -0.853 -0.465 0.164
C 0.958 -0.878 -0.483
C -2.008 0.595 0.026
H 1.578 -1.235 -1.258
H 1.204 2.277 0.441
H 2.761 0.255 0.020
H 1.332 0.506 1.447
H -2.416 0.452 -0.915
H -2.485 0.634 0.948
H -0.436 -0.072 1.080
H -0.631 -2.406 -0.615
H 0.100 -2.459 0.954

As for the LUMO energy: 0.84 eV.

The molecule's Löwdin atomic charges, reported in e, are given here:
1. N 0.076
2. N 0.024
3. N 0.073
4. C 0.012
5. C -0.126
6. C -0.432
7. C -0.349
8. C -0.109
9. C -0.196
10. H 0.105
11. H 0.181
12. H 0.137
13. H 0.135
14. H 0.094
15. H 0.095
16. H 0.113
17. H 0.062
18. H 0.106

(2)
ORCA calculation (the ωB97M-V functional and the def2-TZVPD basis) on a single C6H9N3 molecule.

Atoms and positions in Å:
N -0.320 1.167 -0.106
N -0.852 -0.009 0.314
N -2.710 -0.644 1.640
C 0.040 -1.190 0.338
C 0.889 -1.329 -0.843
C 0.712 1.065 -1.097
C 1.134 -0.237 -1.593
C -2.017 0.237 1.014
C 1.036 1.566 0.283
H 0.698 1.975 -1.773
H -2.271 1.376 0.821
H 1.493 -2.360 -0.929
H -2.289 -1.664 1.557
H 1.096 2.692 0.347
H 1.621 -0.258 -2.587
H -0.653 -2.074 0.481
H 1.660 1.045 0.946
H 0.732 -1.359 1.186

As for the structure (SMILES): [H]/N=C\N1CC=C[C@@H]2CN21. As for the LUMO energy: 0.83 eV.

The molecule's Löwdin atomic charges, reported in e, are given here:
1. N -0.078
2. N -0.124
3. N 0.041
4. C -0.179
5. C -0.102
6. C -0.275
7. C -0.059
8. C -0.283
9. C -0.054
10. H 0.150
11. H 0.159
12. H 0.158
13. H 0.069
14. H 0.123
15. H 0.114
16. H 0.121
17. H 0.094
18. H 0.126

Most stable structure - (2); separation to the second - 216.1 kJ/mol.

(1)
ORCA calculation (the ωB97M-V functional and the def2-TZVPD basis) on a gas-phase ion, C4H8IN2 (charge +1).

Atoms and positions in Å:
I 3.343 0.202 -0.112
N -0.247 -1.179 0.746
N 0.222 0.489 -0.871
C -0.799 -0.088 0.031
C 1.575 -0.660 -0.635
C -1.578 0.928 0.867
C 0.922 -1.427 0.431
H -2.436 0.565 1.515
H 1.632 -2.244 0.943
H 1.604 -1.032 -1.683
H -2.079 1.450 0.136
H -1.588 -0.560 -0.542
H -0.105 0.528 -1.785
H -0.949 1.602 1.418
H 0.485 1.425 -0.457

As for the structure (SMILES): C[C@@H]1N=C[C@H](I)[NH2+]1. As for the LUMO energy: -4.10 eV. Its charge is +1.

The molecule's Löwdin atomic charges, reported in e, are given here:
1. I 1.053
2. N 0.126
3. N 0.147
4. C -0.397
5. C -0.672
6. C -0.005
7. C -0.257
8. H 0.134
9. H 0.178
10. H 0.097
11. H 0.052
12. H 0.160
13. H 0.133
14. H 0.084
15. H 0.169

(2)
ORCA calculation (the ωB97M-V functional and the def2-TZVPD basis) on a gas-phase ion, C4H8IN2 (charge +1).

Atoms and positions in Å:
I -1.712 2.386 0.346
N -0.427 -1.480 -0.828
N -0.559 -0.329 0.994
C -0.505 -1.579 0.453
C -0.208 -0.094 -1.275
C 1.225 1.285 0.538
C -0.327 0.667 0.010
H -1.104 0.230 -1.920
H -0.285 -2.284 -1.478
H -0.553 -0.173 2.014
H -0.544 -2.506 1.070
H 1.827 0.300 0.638
H 1.014 1.684 1.500
H 1.460 1.884 -0.233
H 0.699 0.009 -1.828

As for the structure (SMILES): C[C@@]1(I)C[NH+]=CN1. As for the LUMO energy: -4.08 eV. Its charge is +1.

The molecule's Löwdin atomic charges, reported in e, are given here:
1. I 0.857
2. N 0.088
3. N 0.008
4. C -0.040
5. C -0.122
6. C -0.023
7. C -0.788
8. H 0.152
9. H 0.202
10. H 0.177
11. H 0.189
12. H 0.115
13. H 0.039
14. H 0.018
15. H 0.128

Most stable structure - (2); separation to the second - 94.0 kJ/mol.

(1)
ORCA calculation (the ωB97M-V functional and the def2-TZVPD basis) on a single C7H8N2O molecule.

Atoms and positions in Å:
O 2.465 2.000 -1.586
N -0.006 -0.930 -0.070
N 0.576 1.203 -0.782
C -1.656 0.860 0.178
C -2.537 -0.105 0.576
C -2.250 -1.360 0.766
C 1.909 1.118 -0.847
C 2.715 0.072 -0.125
C -1.019 -1.765 0.369
C -0.366 0.320 -0.175
H 0.505 2.269 -0.677
H 2.453 -0.899 -0.627
H -0.633 -2.745 0.344
H -2.837 -2.286 1.075
H 2.291 -0.023 0.846
H -3.551 0.271 1.035
H -1.737 1.918 0.062
H 3.677 0.085 -0.363

As for the structure (SMILES): CC(=O)Nc1ccccn1. As for the LUMO energy: 0.61 eV.

The molecule's Löwdin atomic charges, reported in e, are given here:
1. O -0.006
2. N 0.127
3. N 0.114
4. C 0.013
5. C -0.138
6. C -0.129
7. C -0.489
8. C 0.008
9. C -0.101
10. C -0.295
11. H 0.192
12. H 0.103
13. H 0.095
14. H 0.143
15. H 0.076
16. H 0.153
17. H 0.103
18. H 0.032

(2)
ORCA calculation (the ωB97M-V functional and the def2-TZVPD basis) on a single C7H8N2O molecule.

Atoms and positions in Å:
O 0.150 -3.207 -0.182
N 0.419 0.748 -1.771
N -0.495 0.264 -0.530
C 0.772 1.891 -1.425
C -0.289 -2.871 1.048
C -0.554 1.290 0.536
C 0.092 -2.119 -0.980
C 0.394 2.363 -0.028
C -0.225 -1.008 -0.188
C -0.525 -1.515 1.097
H -0.685 -0.912 1.984
H -0.082 -3.461 1.924
H 1.144 2.519 -2.179
H -1.627 1.625 0.714
H -0.137 0.967 1.611
H 0.378 -2.366 -1.976
H 1.382 2.460 0.470
H -0.111 3.332 -0.124

As for the structure (SMILES): C1=NN(c2ccoc2)CC1. As for the LUMO energy: 0.88 eV.

The molecule's Löwdin atomic charges, reported in e, are given here:
1. O -0.020
2. N 0.163
3. N -0.058
4. C -0.187
5. C -0.122
6. C -0.163
7. C -0.049
8. C -0.143
9. C -0.302
10. C -0.028
11. H 0.093
12. H 0.116
13. H 0.095
14. H 0.130
15. H 0.138
16. H 0.113
17. H 0.117
18. H 0.106

Most stable structure - (1); separation to the second - 187.8 kJ/mol.

(1)
ORCA calculation (the ωB97M-V functional and the def2-TZVPD basis) on a single C2HN3O3 molecule.

Atoms and positions in Å:
O -1.352 1.542 0.920
O 1.025 -1.980 -0.487
O 2.338 -0.127 -0.699
N 1.203 -0.698 -0.477
N -0.045 1.224 0.624
N -2.171 0.564 0.387
C -1.309 -0.364 -0.099
C 0.084 0.060 -0.118
H -1.654 -1.294 -0.304

As for the structure (SMILES): O=[N+]([O-])c1cnon1. As for the LUMO energy: -2.29 eV.

The molecule's Löwdin atomic charges, reported in e, are given here:
1. O -0.054
2. O 0.067
3. O 0.086
4. N -0.261
5. N 0.157
6. N 0.100
7. C -0.025
8. C -0.154
9. H 0.082

(2)
ORCA calculation (the ωB97M-V functional and the def2-TZVPD basis) on a molecular structure, C2HN3O3.

Atoms and positions in Å:
O 1.733 1.256 -0.263
O -1.974 0.591 0.259
O 2.096 -1.019 0.302
N -1.969 -0.706 -0.163
N -0.793 -1.109 -0.234
N -0.710 1.083 0.285
C -0.098 -0.065 -0.311
C 1.442 0.089 -0.057
H 1.402 -1.643 0.611

As for the LUMO energy: -0.97 eV.

The molecule's Löwdin atomic charges, reported in e, are given here:
1. O 0.109
2. O -0.042
3. O 0.144
4. N 0.065
5. N 0.082
6. N 0.202
7. C -0.255
8. C -0.434
9. H 0.130

(3)
ORCA calculation (the ωB97M-V functional and the def2-TZVPD basis) on a single C2HN3O3 molecule.

Atoms and positions in Å:
O -0.880 1.850 0.568
O 0.996 -1.772 0.917
O 2.248 -0.891 -0.588
N 0.273 1.309 0.749
N 1.260 -0.919 0.101
N -1.730 1.022 -0.181
C 0.276 0.176 0.094
C -1.048 -0.005 -0.423
H -1.395 -0.771 -1.238

As for the structure (SMILES): O=[N+]([O-])c1cnon1. As for the LUMO energy: -0.68 eV.

The molecule's Löwdin atomic charges, reported in e, are given here:
1. O -0.043
2. O 0.115
3. O 0.124
4. N 0.133
5. N -0.350
6. N 0.116
7. C -0.180
8. C -0.093
9. H 0.177

Most stable structure - (2); separation to the second - 159.9 kJ/mol.

(1)
ORCA calculation (the ωB97M-V functional and the def2-TZVPD basis) on a single C2H9N3OS molecule.

Atoms and positions in Å:
S 0.136 0.305 -0.009
O 0.092 0.634 -1.457
N -0.448 1.777 0.590
N -1.121 -0.702 0.626
N 1.472 -0.017 0.685
C 2.561 -0.409 -0.208
C -2.296 -0.686 -0.230
H -2.391 -1.413 -1.096
H -3.172 -0.830 0.342
H -0.720 -1.592 0.924
H 2.197 -0.364 -1.157
H -0.285 2.531 -0.058
H -2.071 0.326 -0.640
H 2.643 -1.573 0.081
H 3.527 0.041 0.110
H -0.121 1.973 1.498

As for the structure (SMILES): CN=[S@@](N)(=O)NC. As for the LUMO energy: 0.81 eV.

The molecule's Löwdin atomic charges, reported in e, are given here:
1. S 0.695
2. O -0.356
3. N -0.082
4. N -0.206
5. N -0.306
6. C -0.193
7. C -0.154
8. H 0.101
9. H 0.058
10. H 0.096
11. H 0.002
12. H 0.063
13. H 0.059
14. H 0.105
15. H 0.078
16. H 0.040

(2)
ORCA calculation (the ωB97M-V functional and the def2-TZVPD basis) on a single C2H9N3OS molecule.

Atoms and positions in Å:
S 0.456 -0.523 -1.350
O -0.146 0.589 -2.080
N 0.915 0.186 0.118
N -2.222 -0.483 -0.910
N -1.034 -1.267 -0.720
C 1.746 -0.544 1.073
C 0.184 1.331 0.695
H -1.276 -2.277 -1.115
H -2.247 0.263 -0.096
H 2.562 0.038 1.527
H 2.131 -1.462 0.631
H 0.896 2.046 1.312
H 1.030 -0.930 1.869
H -0.902 1.084 1.101
H -2.077 0.042 -1.796
H -0.016 1.910 -0.258

As for the LUMO energy: 0.78 eV.

The molecule's Löwdin atomic charges, reported in e, are given here:
1. S 0.927
2. O -0.519
3. N -0.492
4. N -0.082
5. N -0.344
6. C -0.147
7. C -0.136
8. H 0.121
9. H 0.091
10. H 0.080
11. H 0.062
12. H 0.123
13. H 0.098
14. H 0.095
15. H 0.053
16. H 0.069

Most stable structure - (2); separation to the second - 8.5 kJ/mol.

(1)
ORCA calculation (the ωB97M-V functional and the def2-TZVPD basis) on 9 unconnected molecules or ions with the total composition C9H36O9.

Atoms and positions in Å:
O -3.286 1.595 -4.501
O -1.286 -2.475 -3.063
O 4.900 -0.671 -0.185
O 0.217 0.000 0.186
O 0.080 -3.643 0.415
O -0.489 2.718 0.830
O 2.707 4.519 -1.074
O -1.243 -1.847 1.905
O 0.616 1.919 3.448
C 0.910 -4.488 1.191
C -1.256 3.897 0.464
C -2.290 -2.870 -2.082
C -2.532 -1.240 1.919
C 0.185 -0.281 -1.135
C 3.288 3.641 -0.179
C -2.898 0.311 -4.125
C 0.236 0.716 4.109
C 3.546 -0.905 0.119
H 0.366 -4.886 2.083
H 4.148 3.058 -0.601
H -2.236 -3.884 -1.735
H 1.887 -4.057 1.478
H -0.559 -3.152 1.003
H 3.084 -0.032 0.511
H 3.687 4.072 0.760
H 0.811 -1.167 -1.402
H -2.516 0.208 -3.144
H 3.031 -1.177 -0.804
H -2.812 -1.138 2.949
H -4.222 1.736 -4.407
H 0.918 -0.117 3.819
H -2.161 -0.049 -4.819
H -1.923 3.694 -0.358
H 0.505 0.611 -1.682
H -0.061 0.935 0.305
H -0.687 -1.213 1.384
H 0.022 2.898 1.619
H -3.267 -1.894 1.467
H 2.597 2.795 0.024
H -3.317 -2.735 -2.399
H 3.125 5.361 -0.947
H -1.774 4.275 1.319
H -2.164 -2.193 -1.222
H 3.419 -1.707 0.827
H -0.753 0.557 3.677
H 5.000 0.133 -0.689
H 1.351 2.300 3.891
H -0.595 4.704 0.185
H -0.476 -2.967 -2.783
H -2.567 -0.325 1.363
H -3.775 -0.392 -4.336
H 0.210 0.774 5.218
H 1.102 -5.370 0.645
H -0.805 -0.553 -1.444

As for the structure (SMILES): CO.CO.CO.CO.CO.CO.CO.CO.CO. As for the LUMO energy: 0.40 eV.

The molecule's Löwdin atomic charges, reported in e, are given here:
1. O -0.111
2. O -0.144
3. O -0.111
4. O -0.131
5. O -0.157
6. O -0.143
7. O -0.091
8. O -0.157
9. O -0.125
10. C -0.170
11. C -0.094
12. C -0.138
13. C -0.130
14. C -0.184
15. C -0.205
16. C -0.179
17. C -0.127
18. C -0.156
19. H 0.090
20. H 0.076
21. H 0.069
22. H 0.074
23. H 0.041
24. H 0.055
25. H 0.087
26. H 0.088
27. H 0.045
28. H 0.071
29. H 0.071
30. H 0.066
31. H 0.091
32. H 0.072
33. H 0.081
34. H 0.100
35. H 0.065
36. H 0.061
37. H 0.045
38. H 0.075
39. H 0.073
40. H 0.070
41. H 0.070
42. H 0.069
43. H 0.057
44. H 0.076
45. H 0.071
46. H 0.063
47. H 0.061
48. H 0.071
49. H 0.092
50. H 0.077
51. H 0.106
52. H 0.088
53. H 0.049
54. H 0.040

(2)
ORCA calculation (the ωB97M-V functional and the def2-TZVPD basis) on a molecular structure, C9H36O9.

Atoms and positions in Å:
O 0.110 0.956 -1.925
O -1.418 0.353 0.821
O 1.615 2.009 -0.816
O 2.458 -1.788 -0.893
O -3.952 -0.314 2.221
O 2.041 3.266 0.799
O -2.220 -2.364 1.393
O -2.301 -0.841 -0.564
O 0.660 -3.490 2.161
C 2.150 2.449 1.986
C -1.625 -1.818 2.585
C 2.549 -0.366 -0.867
C -0.133 0.295 0.206
C -4.288 0.015 0.893
C 2.550 2.270 -1.862
C 1.396 -2.654 1.318
C 0.028 1.129 -3.304
C -1.984 -0.938 -1.948
H -2.004 -0.152 0.252
H -0.810 -1.131 2.357
H -2.829 -1.347 -2.501
H -4.232 -0.781 0.150
H 0.775 1.531 -1.539
H 0.596 0.118 0.996
H 3.105 -2.041 -0.230
H -1.635 -2.408 0.633
H 2.986 1.556 -2.561
H 3.155 2.043 2.101
H 3.534 -0.031 -1.192
H -4.142 0.418 2.813
H 2.010 2.943 2.947
H 1.762 2.592 -0.068
H 0.441 2.099 -3.578
H -3.057 -1.387 -0.336
H 0.886 -1.795 0.881
H 0.656 0.508 -3.943
H 1.812 0.158 -1.475
H 3.337 2.964 -1.568
H -5.280 0.459 0.982
H 1.796 -3.202 0.465
H -1.691 0.010 -2.399
H 1.155 3.541 0.550
H -2.316 -1.317 3.263
H 1.335 1.725 1.983
H 0.066 1.272 -0.235
H -1.183 -2.571 3.238
H -0.141 -0.427 -0.611
H -1.212 -1.654 -2.229
H 2.005 2.909 -2.558
H -0.996 1.028 -3.663
H 2.330 -2.433 1.833
H 2.470 0.067 0.130
H 1.274 -4.173 2.442
H -3.594 0.739 0.467

As for the LUMO energy: 0.41 eV.

The molecule's Löwdin atomic charges, reported in e, are given here:
1. O -0.253
2. O -0.138
3. O -0.181
4. O -0.122
5. O -0.107
6. O 0.005
7. O -0.100
8. O -0.118
9. O -0.107
10. C -0.022
11. C -0.147
12. C -0.156
13. C -0.155
14. C -0.133
15. C -0.083
16. C -0.175
17. C -0.152
18. C -0.040
19. H -0.219
20. H 0.064
21. H 0.096
22. H 0.076
23. H -0.142
24. H 0.061
25. H 0.060
26. H 0.072
27. H 0.103
28. H 0.105
29. H 0.085
30. H 0.093
31. H 0.088
32. H -0.174
33. H 0.070
34. H 0.083
35. H 0.055
36. H 0.087
37. H 0.057
38. H 0.102
39. H 0.092
40. H 0.072
41. H 0.058
42. H 0.154
43. H 0.070
44. H 0.086
45. H 0.079
46. H 0.061
47. H 0.089
48. H 0.106
49. H 0.082
50. H 0.075
51. H 0.090
52. H 0.078
53. H 0.085
54. H 0.085

Most stable structure - (1); separation to the second - 894.4 kJ/mol.